No. 1
DFT (wB97M-V/def2-TZVPD) results for a molecular structure, C12H8N5S4Ti.

Output
frontier orbital gap (spin up / spin down) = 6.35 / 7.23 eV
HOMO energy (spin up / spin down) = -3.84 / -5.50 eV
LUMO (spin up / spin down) = 2.51 / 1.72 eV
largest force on an atom = 0.1 eV/Å
E = -86484.347 eV

Geometry as ORCA input:
```
! RIJCOSX wB97M-V def2-TZVPD def2/J DEFGRID3
* xyz -1 3
Ti -0.35548 0.17857 -0.12671
C -4.23849 -1.04277 -3.74873
S -3.26151 -2.42608 -3.14258
C -2.03393 -1.63830 -2.14505
S -2.12914 0.06408 -1.76935
N -1.10211 -2.42669 -1.74587
N -0.20019 -1.79566 -0.91746
C 0.90894 -2.48317 -0.66966
C 1.88061 -1.83675 0.11012
C 3.12234 -2.39705 0.48480
C 3.99288 -1.66655 1.24028
C 3.63985 -0.35526 1.63778
C 2.43154 0.14567 1.23923
N 1.55601 -0.55224 0.48450
H -4.98629 -1.48455 -4.40746
H -3.63113 -0.34066 -4.31457
H -4.73687 -0.51883 -2.93750
H 1.04086 -3.47454 -1.08490
H 3.36048 -3.40299 0.16425
H 4.94662 -2.08627 1.53358
H 4.30196 0.24980 2.23934
H 2.11376 1.14624 1.50742
S -0.02260 2.58648 -0.19231
C -0.73987 2.57053 1.39285
S -1.27936 1.00695 1.93641
C -0.85337 3.70007 2.16750
C -0.39347 4.96980 1.70642
N -0.01616 6.00034 1.35592
C -1.42759 3.65820 3.47294
N -1.88830 3.65164 4.52882
*
```

No. 2
DFT (wB97M-V/def2-TZVPD) results for a molecular structure, C12H9BiN6O2S at a distorted geometry.

Output
frontier orbital gap = 6.00 eV
HOMO energy = -7.57 eV
LUMO = -1.57 eV
largest force on an atom = 5.3 eV/Å
E = -42298.807 eV

Geometry as ORCA input:
```
! RIJCOSX wB97M-V def2-TZVPD def2/J DEFGRID3
* xyz 0 1
Bi 2.02274 -0.35393 0.06930
N 1.75519 2.87448 -2.96752
C 1.63698 1.66900 -2.43458
S 3.06533 0.68106 -2.19081
N 0.41173 1.31014 -2.03775
N 0.32360 0.09906 -1.38910
C -0.72262 -0.71754 -1.66880
C -1.00294 -1.88850 -0.97400
C -2.36569 -2.33591 -0.93618
C -2.63736 -3.54280 -0.36225
C -1.66747 -4.36038 0.18617
C -0.33103 -3.99088 0.13847
C 0.01953 -2.74741 -0.39006
O 1.31045 -2.30274 -0.25813
H 2.59661 3.12373 -3.43244
H 0.89115 3.45607 -2.99996
H -1.37634 -0.26070 -2.43058
H -3.15612 -1.70562 -1.39122
H -3.68081 -3.82233 -0.28354
H -1.96079 -5.31824 0.76868
H 0.38448 -4.79696 0.48663
N 0.03549 2.50129 0.85113
C 0.35179 1.74103 1.93371
O 0.53187 0.48806 1.85000
C 0.57823 2.46150 3.18016
C 0.17622 3.82601 3.21289
N -0.34805 4.85616 3.31879
C 1.34886 1.95568 4.22967
N 1.98534 1.52229 5.09652
H -0.05325 2.04902 -0.08500
H -0.12314 3.52936 0.90979
*
```

No. 3
DFT (wB97M-V/def2-TZVPD) results for a single C12H9F3N2O3S2 molecule at a distorted geometry.

Output
frontier orbital gap = 9.49 eV
HOMO energy = -9.75 eV
LUMO = -0.25 eV
largest force on an atom = 7.8 eV/Å
ΔE to the lowest compared entry with this formula, charge and spin = 0.000 eV
E = -51532.850 eV

Geometry as ORCA input:
```
! RIJCOSX wB97M-V def2-TZVPD def2/J DEFGRID3
* xyz 0 1
O -0.29889 -1.56616 -1.41897
O -2.19712 3.00674 -1.76939
O -3.14716 0.84345 -2.19739
F -0.45785 0.22432 -3.94308
F -1.57955 1.93287 -4.83474
F 0.17288 2.32617 -3.57801
N 2.87110 1.91263 0.01519
C 2.00052 2.89502 -0.15204
C 2.50322 0.64667 -0.17241
C -0.67157 -2.67098 3.66656
C -1.29617 -3.21328 2.51703
C 0.34756 -1.78148 3.50589
C 0.68847 2.63257 -0.47093
C -0.82969 -2.88451 1.25040
C 0.75331 -1.38106 2.23078
C 0.26015 1.30793 -0.60417
C 0.20353 -1.97183 1.10681
C 1.19108 0.25888 -0.43637
N -1.04400 0.95007 -0.83427
S 0.89775 -1.52109 -0.55248
C -0.90920 1.49616 -3.70816
S -1.88822 1.62145 -2.15399
H 2.26240 3.93437 -0.01102
H 3.27143 -0.12910 -0.14506
H -1.00087 -2.92245 4.66394
H -2.10756 -3.92800 2.57891
H 0.84569 -1.34330 4.36899
H -0.00642 3.44521 -0.52583
H -1.21032 -3.41442 0.37698
H 1.54702 -0.62775 2.14514
H -1.17154 -0.07909 -0.91829
*
```

No. 4
DFT (wB97M-V/def2-TZVPD) results for a single C12H9NO2 molecule at a distorted geometry.

Output
frontier orbital gap (spin up / spin down) = 7.71 / 6.20 eV
HOMO energy (spin up / spin down) = -8.15 / -6.65 eV
LUMO (spin up / spin down) = -0.44 / -0.45 eV
largest force on an atom = 3.8 eV/Å
ΔE to the lowest compared entry with this formula, charge and spin = 2.355 eV
E = -18170.143 eV

Geometry as ORCA input:
```
! RIJCOSX wB97M-V def2-TZVPD def2/J DEFGRID3
* xyz 0 1
C 3.84339 0.90254 -0.04033
C 2.98901 1.96064 0.22051
C 3.33371 -0.36666 -0.04164
C 1.62638 1.77489 0.32622
C 1.40659 -1.85308 -0.21725
C 0.04782 -2.00172 -0.23260
C 1.99025 -0.57710 0.17791
C 1.07383 0.49149 0.40796
C -0.84516 -1.01073 0.39547
C -0.24761 0.16587 0.74500
C -2.27008 -1.30418 0.45868
C -3.84471 0.50502 -0.01313
N -3.37461 -0.47622 0.62217
O -4.93552 1.16528 0.29069
O -3.36974 1.08625 -1.15029
H 4.79356 1.20073 -0.20045
H 3.44837 3.03384 0.23032
H 3.77044 -1.31804 -0.34172
H 0.99400 2.54823 0.34646
H 1.92016 -2.66972 -0.67402
H -0.48584 -2.80698 -0.82370
H -2.40784 -2.38628 0.24931
H -5.33820 0.69023 0.99009
H -4.11819 1.24570 -1.72563
*
```

No. 5
DFT (wB97M-V/def2-TZVPD) results for a single C12H9PS molecule at a distorted geometry.

Output
frontier orbital gap = 8.67 eV
SMILES = c1ccc(-p2ccc3ccsc32)cc1
HOMO energy = -8.36 eV
LUMO = 0.32 eV
largest force on an atom = 4.6 eV/Å
ΔE to the lowest compared entry with this formula, charge and spin = 1.281 eV
E = -32710.477 eV

Geometry as ORCA input:
```
! RIJCOSX wB97M-V def2-TZVPD def2/J DEFGRID3
* xyz 0 1
C 3.14450 -1.56555 -0.29843
C 2.01605 -2.18381 0.23993
C 0.99546 -1.41068 0.78632
C 1.13278 -0.00737 0.74076
P -0.19517 0.85790 1.66018
C -0.53568 2.34633 0.71375
C -1.62171 2.27334 -0.04756
C -2.22290 0.94023 -0.12354
C -3.20593 0.42615 -1.00840
C -3.34973 -0.89528 -0.87788
S -2.41284 -1.80189 0.24912
C -1.50592 0.11096 0.68931
C 2.21334 0.63251 0.17634
C 3.24377 -0.15559 -0.32183
H 3.96518 -2.04321 -0.75793
H 1.72066 -3.30846 0.26442
H 0.09640 -1.84237 1.33536
H -0.02055 3.18603 0.84972
H -2.16016 3.15814 -0.61518
H -3.76775 0.97382 -1.61185
H -4.04193 -1.61637 -1.54456
H 2.29655 1.66370 0.25954
H 4.21561 0.26148 -0.75762
*
```

No. 6
DFT (wB97M-V/def2-TZVPD) results for a molecular structure, C13H10BaFN2Se4Te at a distorted geometry.

Output
frontier orbital gap (spin up / spin down) = 2.38 / 2.41 eV
HOMO energy (spin up / spin down) = -2.69 / -2.71 eV
LUMO (spin up / spin down) = -0.31 / -0.30 eV
largest force on an atom = 4.4 eV/Å
ΔE to the lowest compared entry with this formula, charge and spin = 0.000 eV
E = -288712.941 eV

Geometry as ORCA input:
```
! RIJCOSX wB97M-V def2-TZVPD def2/J DEFGRID3
* xyz -1 1
Ba -1.32245 -1.20945 -0.99824
Se -1.19077 -1.23069 2.30289
Se -2.69118 -2.62154 1.20826
Te -1.38143 -4.87156 0.39808
Se -3.47334 -5.35808 -0.61838
Se -3.21089 1.23157 -2.78266
N -1.97170 1.30582 -1.35102
C -1.79506 2.47834 -0.81882
C -0.92580 2.89594 0.25660
C -0.78761 4.25752 0.50321
C -1.61377 5.22996 -0.15283
C -2.58925 4.86547 -1.07951
C -2.65494 3.51681 -1.51136
N -3.44794 3.01303 -2.44999
H -0.31026 2.10833 0.75477
H -0.04874 4.66863 1.18407
H -1.52184 6.29980 0.09225
H -3.15129 5.61843 -1.63301
F 2.67749 -3.12420 3.53107
C 2.66698 -2.77465 2.23375
C 2.69066 -1.41200 1.91864
C 2.43991 -1.06733 0.59786
C 2.21359 -2.09434 -0.38496
C 1.75580 -1.72235 -1.63960
C 2.51541 -3.43552 -0.02940
C 2.78170 -3.77089 1.26533
H 2.93965 -0.64606 2.65853
H 2.44464 -0.03448 0.26737
H 1.57091 -2.39282 -2.46475
H 1.89052 -0.67935 -1.92779
H 2.59164 -4.21662 -0.78932
H 2.90936 -4.82774 1.45896
*
```

No. 7
DFT (wB97M-V/def2-TZVPD) results for a molecular structure, C13H10BiClN3O2.

Output
frontier orbital gap = 6.47 eV
HOMO energy = -11.27 eV
LUMO = -4.80 eV
largest force on an atom = 1.0 eV/Å
E = -40565.387 eV

Geometry as ORCA input:
```
! RIJCOSX wB97M-V def2-TZVPD def2/J DEFGRID3
* xyz 1 1
Bi 0.67226 -0.54621 0.57232
O 4.43674 -1.53931 -1.88273
C 3.91856 -1.80362 -3.10336
C 4.71111 -2.25831 -4.15335
C 4.15370 -2.52888 -5.38768
C 2.78821 -2.36650 -5.59731
C 1.98460 -1.96834 -4.55219
C 2.53358 -1.67678 -3.29850
C 1.64970 -1.35093 -2.17781
O 2.00251 -0.55508 -1.24549
N 0.45535 -1.96764 -2.20118
N -0.21861 -1.83980 -1.07704
C -1.38931 -2.34702 -0.89716
C -1.98515 -2.29729 0.42142
C -3.19583 -2.91334 0.71898
C -3.65225 -2.89891 2.02556
C -2.90173 -2.26483 3.00830
C -1.72193 -1.64997 2.63796
N -1.28552 -1.66437 1.37834
H 5.38984 -1.67168 -1.89407
H 5.77359 -2.39629 -3.98635
H 4.79035 -2.87541 -6.19062
H 2.36142 -2.56191 -6.57101
H 0.91871 -1.85373 -4.68739
H -1.89486 -2.83549 -1.72136
H -3.76079 -3.39172 -0.06917
H -4.58779 -3.37700 2.28179
H -3.22002 -2.24770 4.04010
H -1.10655 -1.12008 3.35581
Cl -0.80372 1.22025 -0.24871
*
```

No. 8
DFT (wB97M-V/def2-TZVPD) results for a single C13H10BrF2N3O4S molecule at a distorted geometry.

Output
frontier orbital gap = 9.32 eV
SMILES = NS(=O)(=O)Oc1ccc(NC(=O)Nc2c(F)cc(F)cc2Br)cc1
HOMO energy = -9.09 eV
LUMO = 0.23 eV
largest force on an atom = 5.7 eV/Å
ΔE to the lowest compared entry with this formula, charge and spin = 1.807 eV
E = -112613.315 eV

Geometry as ORCA input:
```
! RIJCOSX wB97M-V def2-TZVPD def2/J DEFGRID3
* xyz 0 1
N 4.58912 4.67155 -1.36693
S 3.95479 3.29750 -1.12447
O 2.91546 3.40094 -2.15690
O 4.90186 2.21021 -1.39880
O 3.47790 3.44697 0.46487
C 2.52233 2.47565 0.84271
C 3.00374 1.23628 1.38067
C 2.09098 0.25447 1.76872
C 0.68736 0.28004 1.55683
N -0.06023 -0.71386 2.07030
C -1.00154 -1.52095 1.47073
O -1.30935 -2.50384 2.14351
N -1.54492 -1.29397 0.20634
C -2.49108 -2.14516 -0.36142
C -2.40278 -3.50848 -0.51651
F -1.17681 -4.05316 -0.21849
C -3.37359 -4.35823 -0.84928
C -4.45166 -3.76922 -1.32242
F -5.36919 -4.60467 -1.78156
C -4.60129 -2.37173 -1.37756
C -3.62271 -1.53199 -0.80353
Br -3.59890 0.40671 -0.88699
C 0.26320 1.44604 0.88476
C 1.09506 2.54200 0.53569
H 5.41010 4.47403 -1.98669
H 3.90654 5.18220 -1.87434
H 4.03574 1.38337 1.48126
H 2.60684 -0.71518 2.02260
H 0.08742 -0.85914 3.03401
H -1.63300 -0.31898 -0.00587
H -3.21486 -5.41157 -0.77339
H -5.52063 -1.99617 -1.87135
H -0.78227 1.55716 0.69395
H 0.60639 3.41116 0.11955
*
```

E of number 5 (C12H9PS)?
-32710.477 eV